Entry 1:
104
Properties=species:S:1:pos:R:3:mulliken_spin:R:1 method="wB97M-V/def2-TZVPD" total_charge=-1 gap_ev="3.65 / 5.05" multiplicity=2 e_homo_ev="-1.8 / -3.2" s2=0.755 molar_mass_g_mol=1227.35
Sn 0.455 0.970 -1.233 0.07
C 0.476 -4.738 -1.737 0.00
N -0.410 -3.723 -2.261 0.00
C -1.766 -3.659 -2.070 0.00
C -2.183 -2.534 -2.718 0.00
N -1.122 -1.901 -3.300 0.00
C -0.070 -2.625 -3.001 0.00
P 1.663 -2.368 -3.493 0.00
C 2.372 -2.194 -1.817 0.00
N 1.706 -1.964 -0.705 0.00
C 2.627 -1.979 0.298 0.00
C 3.868 -2.237 -0.210 0.00
N 3.698 -2.394 -1.557 0.00
C 4.744 -2.763 -2.484 0.00
C 1.623 -0.704 -4.192 0.00
N 0.837 0.313 -3.900 0.00
C 1.181 1.329 -4.733 0.00
C 2.189 0.920 -5.558 0.00
N 2.458 -0.377 -5.228 0.00
C 3.455 -1.193 -5.884 0.00
H -0.126 -5.517 -1.274 0.00
H 1.143 -4.312 -0.988 0.00
H 1.068 -5.180 -2.540 0.00
H -2.287 -4.395 -1.483 0.00
H -3.181 -2.137 -2.788 0.00
H 2.353 -1.778 1.318 0.00
H 4.841 -2.292 0.247 0.00
H 5.695 -2.728 -1.957 0.00
H 4.795 -2.052 -3.302 0.00
H 4.580 -3.769 -2.875 0.00
H 0.713 2.295 -4.659 0.00
H 2.758 1.442 -6.306 0.00
H 4.030 -0.552 -6.548 0.00
H 2.993 -1.992 -6.465 0.00
H 4.138 -1.629 -5.160 0.00
S 5.294 4.854 -1.516 0.19
Sb 3.116 5.040 -0.795 0.72
S 1.936 4.099 -2.795 0.04
S 0.122 3.371 -2.059 0.01
O -0.573 2.188 0.889 -0.01
P -1.501 1.994 2.022 -0.01
C -3.176 1.468 1.510 0.00
P -3.178 -0.180 0.723 0.00
O -1.875 -0.504 0.105 0.00
C -3.622 -1.332 2.046 0.00
C -4.739 -1.196 2.867 0.00
C -4.970 -2.108 3.884 0.00
C -4.081 -3.161 4.078 0.00
C -2.969 -3.300 3.261 0.00
C -2.737 -2.388 2.241 0.00
C -4.515 -0.162 -0.488 0.00
C -4.261 0.584 -1.641 0.00
C -5.176 0.587 -2.679 0.00
C -6.344 -0.160 -2.576 0.00
C -6.593 -0.914 -1.440 0.00
C -5.676 -0.920 -0.396 0.00
C -0.940 0.767 3.216 0.00
C -1.731 0.287 4.258 0.00
C -1.234 -0.672 5.124 0.00
C 0.059 -1.149 4.948 0.00
C 0.850 -0.671 3.914 0.00
C 0.356 0.287 3.037 0.01
C -1.783 3.549 2.891 0.00
C -1.928 4.676 2.079 0.00
C -2.072 5.927 2.654 0.00
C -2.059 6.061 4.037 0.00
C -1.895 4.947 4.846 0.00
C -1.751 3.690 4.274 0.00
H -3.508 2.218 0.785 0.00
H -3.867 1.484 2.356 0.00
H -5.426 -0.368 2.725 0.00
H -5.836 -2.001 4.523 0.00
H -4.259 -3.872 4.875 0.00
H -2.274 -4.114 3.423 0.00
H -1.869 -2.465 1.597 0.00
H -3.331 1.131 -1.745 0.00
H -4.967 1.156 -3.574 0.00
H -7.055 -0.163 -3.392 0.00
H -7.494 -1.509 -1.368 0.00
H -5.862 -1.531 0.477 0.00
H -2.743 0.652 4.392 0.00
H -1.853 -1.052 5.925 0.00
H 0.450 -1.900 5.623 0.00
H 1.859 -1.041 3.788 0.00
H 0.959 0.662 2.217 0.00
H -1.868 4.576 1.001 0.00
H -2.166 6.800 2.022 0.00
H -2.155 7.043 4.483 0.00
H -1.861 5.056 5.922 0.00
H -1.602 2.826 4.907 0.00
Br 5.262 0.772 -3.187 0.01
C 5.555 1.117 -1.337 -0.04
C 6.888 1.224 -0.968 0.00
C 7.222 1.510 0.344 0.00
C 6.222 1.693 1.289 0.00
C 4.900 1.587 0.904 0.02
C 4.540 1.292 -0.409 0.01
C 3.069 1.240 -0.715 -0.04
O 2.243 1.471 0.211 -0.02
O 2.671 0.929 -1.866 0.03
H 7.654 1.116 -1.723 0.00
H 8.264 1.619 0.616 0.00
H 6.471 1.942 2.312 0.00
H 4.095 1.761 1.606 0.03



Entry 2:
17
Properties=species:S:1:pos:R:3:nbo_charge:R:1 method="wB97M-V/def2-TZVPD" total_charge=0 gap_ev=10.61 smiles="OCCCC1C=C1" e_homo_ev=-9.5 molar_mass_g_mol=98.14
O 0.505 -0.938 1.689 -0.72
C 0.993 -1.266 0.405 -0.06
C 1.555 -0.057 -0.346 -0.42
C 0.667 1.195 -0.318 -0.43
C -0.789 1.064 -0.787 -0.24
C -1.512 -0.239 -0.994 -0.17
C -1.869 0.433 0.053 -0.23
H -0.350 -0.504 1.555 0.47
H 1.780 -2.011 0.556 0.18
H 0.214 -1.754 -0.196 0.16
H 2.522 0.214 0.096 0.21
H 1.756 -0.352 -1.385 0.20
H 1.148 1.955 -0.946 0.21
H 0.678 1.607 0.700 0.21
H -1.090 1.898 -1.429 0.18
H -1.647 -1.099 -1.633 0.23
H -2.531 0.540 0.901 0.23



Entry 3:
136
Properties=species:S:1:pos:R:3:lowdin_charge:R:1 method="wB97M-V/def2-TZVPD" total_charge=+1 gap_ev=7.13 e_homo_ev=-11.1 molar_mass_g_mol=964.66
C 3.209 1.507 -1.957 0.17
C 2.752 0.541 -2.523 -0.10
C 2.123 -0.687 -2.994 -0.13
C 0.910 -1.186 -2.131 -0.23
C 0.019 0.085 -2.254 -0.09
C -1.503 0.072 -2.053 -0.24
O -2.102 -1.059 -1.410 -0.15
C 1.339 -1.602 -0.684 -0.22
C 1.096 -0.481 0.379 -0.09
C -0.292 -0.058 0.847 -0.23
O -0.556 1.319 0.485 -0.24
Si -0.063 2.469 1.617 0.45
C 0.409 3.987 0.604 -0.17
C -1.469 3.040 2.743 -0.15
C 1.474 2.021 2.613 -0.14
C 2.900 -1.675 -0.476 -0.12
C 3.808 -2.600 -1.316 -0.12
N 5.046 -1.849 -1.740 -0.07
C 5.483 -2.194 -3.092 -0.23
C 6.303 -1.012 -3.658 -0.05
C 6.072 -2.060 -0.790 -0.49
C 5.919 -1.403 0.582 0.03
O 7.039 -2.739 -0.996 0.12
C 0.746 -3.036 -0.386 -0.35
C 1.616 -4.189 0.135 -0.16
C 2.077 -5.188 -0.923 -0.21
F 3.195 -5.829 -0.464 -0.01
P -0.758 -3.263 0.737 0.81
N -1.363 -4.717 0.549 -0.27
C 0.021 -3.344 -1.739 -0.17
N 0.430 -2.414 -2.896 -0.34
Cl -1.094 -2.319 -3.798 1.00
C 1.275 -3.240 -3.827 -0.10
C 1.415 -2.840 -5.310 -0.48
O 0.715 -3.299 -6.152 0.17
O 2.515 -2.085 -5.681 0.08
H 3.651 2.362 -1.531 0.04
H 1.798 -0.492 -4.009 0.11
H 2.932 -1.406 -3.096 0.08
H 0.179 0.513 -3.238 0.12
H 0.404 0.867 -1.619 0.10
H -1.811 0.964 -1.515 0.11
H -1.993 0.190 -3.021 0.08
H -2.943 -1.221 -1.838 0.10
H 1.559 0.404 -0.044 0.10
H 1.694 -0.664 1.264 0.12
H -0.317 -0.066 1.938 0.08
H -1.167 -0.622 0.548 0.07
H 1.247 3.757 -0.060 0.01
H -0.396 4.287 -0.062 0.03
H 0.725 4.815 1.227 0.02
H -1.745 4.057 2.478 0.02
H -1.170 3.085 3.787 0.03
H -2.363 2.442 2.581 0.02
H 1.544 2.755 3.414 0.04
H 1.349 1.059 3.113 0.02
H 2.400 2.063 2.047 0.03
H 3.067 -2.005 0.542 0.11
H 3.336 -0.691 -0.494 0.09
H 4.180 -3.440 -0.729 0.12
H 3.419 -3.033 -2.227 0.07
H 6.081 -3.105 -3.147 0.12
H 4.649 -2.322 -3.779 0.09
H 6.749 -0.421 -2.866 0.08
H 7.006 -1.330 -4.419 0.08
H 5.589 -0.355 -4.153 0.06
H 5.325 -0.502 0.466 0.07
H 6.916 -1.208 0.947 0.09
H 5.459 -2.129 1.248 0.09
H 2.525 -3.885 0.646 0.11
H 1.114 -4.810 0.870 0.10
H 1.318 -5.952 -1.068 0.13
H 2.352 -4.719 -1.862 0.09
H -1.806 -2.412 0.341 0.02
H -0.374 -2.942 2.059 0.02
H -1.322 -5.185 1.449 -0.03
H -0.978 -2.959 -1.542 0.04
H -0.217 -4.379 -1.960 0.13
H 0.802 -4.206 -3.918 0.13
H 2.288 -3.451 -3.494 0.11
H 2.242 -1.180 -5.867 0.12
N 1.394 6.919 -0.157 0.05
C 2.441 6.869 -0.978 -0.16
C 2.859 7.931 -1.764 -0.07
C 2.144 9.116 -1.697 -0.08
C 1.051 9.189 -0.851 -0.07
C 0.721 8.068 -0.105 -0.15
H 2.969 5.920 -1.001 0.10
H 3.719 7.832 -2.411 0.10
H 2.436 9.969 -2.295 0.11
H 0.466 10.095 -0.769 0.10
H -0.125 8.081 0.573 0.11
N 0.742 -2.516 4.402 0.03
C 0.945 -3.414 5.368 -0.16
C 0.330 -3.364 6.609 -0.06
C -0.545 -2.323 6.868 -0.09
C -0.769 -1.377 5.880 -0.07
C -0.106 -1.521 4.674 -0.18
H 1.639 -4.211 5.125 0.10
H 0.531 -4.122 7.352 0.11
H -1.044 -2.249 7.821 0.10
H -1.445 -0.549 6.042 0.11
H -0.258 -0.805 3.874 0.07
N -3.086 0.571 -5.511 0.04
C -3.094 0.043 -6.737 -0.16
C -3.613 0.686 -7.849 -0.06
C -4.159 1.948 -7.681 -0.07
C -4.162 2.514 -6.417 -0.06
C -3.615 1.788 -5.372 -0.16
H -2.660 -0.947 -6.822 0.10
H -3.590 0.210 -8.819 0.11
H -4.576 2.483 -8.525 0.11
H -4.579 3.496 -6.245 0.11
H -3.594 2.194 -4.366 0.10
N -4.220 4.879 2.626 0.05
C -4.792 3.934 1.876 -0.17
C -6.086 3.477 2.071 -0.07
C -6.830 4.024 3.103 -0.08
C -6.255 5.003 3.893 -0.07
C -4.954 5.393 3.611 -0.15
H -4.173 3.530 1.082 0.10
H -6.500 2.711 1.429 0.10
H -7.844 3.693 3.288 0.11
H -6.800 5.456 4.709 0.10
H -4.466 6.159 4.202 0.11
N -3.356 -3.295 6.958 0.06
C -3.437 -3.534 5.650 -0.15
C -4.632 -3.678 4.964 -0.07
C -5.815 -3.570 5.677 -0.08
C -5.754 -3.323 7.038 -0.07
C -4.505 -3.193 7.626 -0.14
H -2.485 -3.614 5.132 0.10
H -4.636 -3.870 3.899 0.10
H -6.770 -3.677 5.179 0.11
H -6.653 -3.233 7.632 0.10
H -4.410 -2.997 8.689 0.11



Entry 4:
14
Properties=species:S:1:pos:R:3:nbo_charge:R:1 method="wB97M-V/def2-TZVPD" total_charge=0 gap_ev=9.59 e_homo_ev=-9.0 molar_mass_g_mol=137.23
C -1.644 1.287 0.296 -0.27
C -2.304 0.332 -0.686 -0.63
C -0.072 -0.348 0.326 -0.06
N -0.375 0.764 0.733 -0.37
O -2.012 -1.868 0.761 -0.98
S 5.004 -0.423 -0.038 -0.27
S -1.495 -1.332 -0.463 1.19
H -1.625 2.267 -0.108 0.22
H -2.415 1.307 1.121 0.22
H -3.263 0.086 -0.237 0.24
H -2.363 0.550 -1.676 0.22
H 0.910 -0.898 0.532 0.22
H 5.821 -0.483 -1.087 0.14
H 5.833 -1.242 0.527 0.13



Entry 5:
8
Properties=species:S:1:pos:R:3:nbo_charge:R:1 method="wB97M-V/def2-TZVPD" total_charge=0 gap_ev=8.15 e_homo_ev=-8.6 molar_mass_g_mol=202.02
C 2.491 -2.025 0.498 0.49
C -1.604 0.594 -0.093 -0.74
O 3.364 -2.319 -0.157 -0.51
S -0.322 1.444 0.872 0.02
I 1.668 1.017 -0.343 0.06
H -1.208 -0.314 -0.536 0.23
H -1.998 1.261 -0.857 0.22
H -2.391 0.341 0.614 0.23



Entry 6:
11
Properties=species:S:1:pos:R:3:nbo_charge:R:1 method="wB97M-V/def2-TZVPD" total_charge=0 gap_ev=8.93 e_homo_ev=-8.9 molar_mass_g_mol=83.09
C 1.542 0.925 -1.086 -0.44
C 0.562 0.106 -1.017 -0.16
C -1.017 -1.425 0.772 0.30
C -0.545 -0.044 0.717 0.25
N -0.759 1.072 1.156 -0.59
O -1.835 -1.973 0.019 -0.50
H 2.242 1.007 -1.848 0.21
H 1.816 1.528 -0.304 0.20
H 0.029 -0.293 -1.852 0.20
H -0.652 -2.188 1.497 0.15
H -1.383 1.285 1.947 0.37



Q: Which largest force on an atom values were calculated for the entries above? A: 0.5 0.4 3.2 3.9 0.6 5.1, in eV/A.
Q: Which energy relative to the best compared isomer or geometry (same formula, charge and spin) values were calculated for the entries above? A: 12.87 59.69 27.94 73.81 4.64 105.89, in kcal/mol.